Arrangement i

Formula: C5H9N3O
Source: the OMol25 dataset
Level of theory: ωB97M-V/def2-TZVPD

Geometry (Å):
C (-2.11, -1.23, 1.34)
C (-1.72, -0.84, -0.12)
C (-0.30, -0.47, -0.45)
C (0.84, -0.23, 0.36)
C (2.08, 1.31, -0.91)
H (-3.19, -1.34, 1.38)
H (-1.82, -0.46, 2.08)
H (-1.65, -2.18, 1.61)
H (-0.23, -0.27, -1.51)
H (0.18, -0.94, 2.15)
H (1.80, -0.60, 2.03)
H (3.01, 1.60, -1.38)
H (0.17, 2.12, -0.87)
H (1.31, 2.88, -1.88)
N (0.89, -0.39, 1.73)
N (2.00, 0.24, -0.21)
N (1.11, 2.28, -1.09)
O (-2.55, -0.88, -1.00)

## Properties
spin multiplicity = 1
E_LUMO = 0.744 eV
gap between HOMO and LUMO = 8.92 eV
structure (SMILES) = CC(=O)/C=C(N)/N=C\N


Arrangement ii

Formula: C5H9N3O
Source: the OMol25 dataset
Level of theory: ωB97M-V/def2-TZVPD

Geometry (Å):
C (1.12, 1.65, 0.28)
C (-1.55, -0.67, -1.27)
C (-1.62, -0.37, 1.12)
N (0.93, 0.32, -0.28)
N (-1.13, 0.13, -0.14)
C (0.95, -0.86, 0.12)
C (3.16, -0.15, -0.34)
O (0.83, -2.00, 0.28)
N (4.27, 0.06, -0.61)
H (1.56, 1.61, 1.27)
H (0.13, 2.11, 0.32)
H (1.78, 2.19, -0.39)
H (-2.62, -0.50, -1.41)
H (-1.41, -1.75, -1.13)
H (-1.04, -0.33, -2.17)
H (-1.48, -1.45, 1.27)
H (-2.70, -0.17, 1.14)
H (-1.17, 0.18, 1.95)

## Properties
spin multiplicity = 1
E_LUMO (alpha / beta) = -0.881 / -1.894 eV
gap between HOMO and LUMO (alpha / beta) = 8.62 / 7.30 eV


Stability, lowest: arrangement ii


Arrangement i

Formula: C20H60O20
Source: the OMol25 dataset
Level of theory: ωB97M-V/def2-TZVPD

Geometry (Å):
C (-15.99, -18.48, -2.98)
C (-15.67, -18.96, -1.57)
O (-15.78, -17.83, -0.72)
O (-17.33, -18.13, -3.02)
H (-15.72, -19.30, -3.63)
H (-15.45, -17.60, -3.34)
H (-14.72, -19.46, -1.47)
H (-16.41, -19.74, -1.33)
H (-16.16, -17.04, -1.19)
H (-17.95, -18.85, -2.90)
C (-13.13, -16.00, -2.94)
C (-12.15, -17.13, -3.06)
O (-12.88, -18.21, -3.71)
O (-13.42, -15.49, -4.22)
H (-12.65, -15.22, -2.32)
H (-13.99, -16.28, -2.35)
H (-11.86, -17.35, -2.01)
H (-11.29, -16.97, -3.68)
H (-12.40, -19.01, -3.74)
H (-14.13, -16.01, -4.61)
C (-9.88, -13.27, -3.19)
C (-9.51, -12.71, -1.87)
O (-10.35, -11.73, -1.46)
O (-11.25, -13.70, -3.19)
H (-9.23, -14.16, -3.39)
H (-9.73, -12.53, -3.92)
H (-8.47, -12.27, -1.97)
H (-9.48, -13.50, -1.09)
H (-11.04, -11.98, -0.80)
H (-11.36, -14.11, -4.10)
C (-12.61, -8.32, 1.36)
C (-12.05, -9.27, 0.26)
O (-10.67, -9.41, 0.46)
O (-12.81, -9.05, 2.62)
H (-13.57, -7.91, 1.07)
H (-11.96, -7.41, 1.51)
H (-12.24, -8.72, -0.71)
H (-12.57, -10.22, 0.19)
H (-10.21, -9.97, -0.17)
H (-11.86, -9.21, 2.78)
C (-18.30, -15.22, -0.90)
C (-17.68, -14.14, -0.02)
O (-18.23, -12.85, -0.27)
O (-17.41, -15.36, -2.11)
H (-19.33, -14.91, -1.16)
H (-18.52, -16.11, -0.26)
H (-16.62, -14.08, -0.25)
H (-17.82, -14.46, 0.98)
H (-17.82, -12.41, -1.04)
H (-17.68, -16.13, -2.70)
C (-11.53, -15.83, 4.81)
C (-10.14, -15.40, 4.41)
O (-9.86, -15.86, 3.07)
O (-11.71, -17.19, 4.24)
H (-12.29, -15.18, 4.39)
H (-11.74, -15.77, 5.89)
H (-9.36, -15.88, 5.00)
H (-10.02, -14.34, 4.46)
H (-10.24, -16.75, 3.09)
H (-12.64, -17.29, 4.08)
C (-14.19, -11.45, -1.96)
C (-14.90, -12.76, -2.22)
O (-16.28, -12.45, -2.61)
O (-14.25, -10.40, -2.93)
H (-13.16, -11.55, -1.70)
H (-14.82, -11.12, -1.07)
H (-14.92, -13.45, -1.42)
H (-14.28, -13.24, -3.05)
H (-16.58, -13.24, -3.08)
H (-15.14, -10.28, -3.25)
C (-15.58, -12.03, 3.41)
C (-15.01, -11.95, 2.06)
O (-13.63, -11.57, 2.05)
O (-14.84, -13.02, 4.28)
H (-16.65, -12.26, 3.42)
H (-15.41, -11.02, 3.92)
H (-15.75, -11.33, 1.51)
H (-15.04, -13.00, 1.74)
H (-13.55, -10.59, 2.18)
H (-14.05, -13.22, 3.73)
C (-16.46, -17.16, 2.92)
C (-16.36, -16.24, 4.16)
O (-15.01, -16.00, 4.49)
O (-15.92, -16.53, 1.72)
H (-17.52, -17.38, 2.79)
H (-16.03, -18.11, 3.16)
H (-16.91, -16.75, 4.93)
H (-16.80, -15.29, 4.03)
H (-14.85, -15.17, 4.86)
H (-15.76, -17.23, 1.05)
C (-12.75, -15.15, 1.17)
C (-11.75, -14.19, 0.72)
O (-12.37, -13.06, 0.12)
O (-13.46, -14.66, 2.30)
H (-12.29, -16.16, 1.34)
H (-13.37, -15.23, 0.29)
H (-11.04, -14.57, -0.06)
H (-11.03, -13.96, 1.54)
H (-12.70, -12.60, 0.91)
H (-14.25, -15.22, 2.46)

## Properties
spin multiplicity = 1
E_LUMO = 0.201 eV
gap between HOMO and LUMO = 9.71 eV
structure (SMILES) = OCCO.OCCO.OCCO.OCCO.OCCO.OCCO.OCCO.OCCO.OCCO.OCCO


Arrangement ii

Formula: C20H60O20
Source: the OMol25 dataset
Level of theory: ωB97M-V/def2-TZVPD

Geometry (Å):
C (3.07, 14.56, 15.39)
C (4.23, 14.22, 16.29)
O (5.28, 13.59, 15.52)
O (3.24, 15.66, 14.52)
H (2.22, 14.78, 16.04)
H (2.76, 13.65, 14.86)
H (3.89, 13.58, 17.10)
H (4.63, 15.10, 16.79)
H (5.87, 13.15, 16.13)
H (4.13, 15.60, 14.14)
C (8.19, 16.55, 14.58)
C (9.55, 16.41, 13.94)
O (10.30, 15.47, 14.69)
O (8.24, 17.20, 15.85)
H (7.67, 15.59, 14.68)
H (7.57, 17.17, 13.93)
H (10.04, 17.40, 14.00)
H (9.44, 16.18, 12.88)
H (11.09, 15.21, 14.21)
H (8.83, 16.68, 16.40)
C (0.71, 14.25, 12.74)
C (1.36, 12.95, 12.32)
O (0.71, 11.85, 12.96)
O (-0.65, 14.34, 12.32)
H (1.26, 15.04, 12.24)
H (0.78, 14.31, 13.82)
H (2.41, 13.01, 12.64)
H (1.42, 12.82, 11.23)
H (1.03, 11.06, 12.52)
H (-1.05, 13.47, 12.45)
C (6.38, 10.75, 11.30)
C (4.91, 10.46, 11.48)
O (4.68, 9.05, 11.59)
O (6.75, 10.65, 9.90)
H (7.00, 9.99, 11.79)
H (6.66, 11.70, 11.74)
H (4.39, 10.91, 10.63)
H (4.54, 10.88, 12.43)
H (4.09, 8.77, 10.89)
H (6.75, 9.71, 9.70)
C (3.22, 18.68, 11.51)
C (2.92, 19.84, 10.56)
O (3.71, 20.98, 10.83)
O (4.62, 18.44, 11.68)
H (2.73, 17.77, 11.16)
H (2.84, 18.93, 12.51)
H (1.86, 20.05, 10.69)
H (3.13, 19.56, 9.53)
H (3.31, 21.53, 11.52)
H (5.08, 18.47, 10.82)
C (3.35, 10.44, 14.76)
C (2.38, 9.34, 14.46)
O (2.93, 8.07, 14.84)
O (4.50, 10.40, 13.94)
H (3.68, 10.35, 15.80)
H (2.83, 11.39, 14.69)
H (2.19, 9.31, 13.38)
H (1.42, 9.46, 14.98)
H (2.42, 7.40, 14.38)
H (4.54, 11.21, 13.41)
C (6.92, 14.15, 9.08)
C (6.74, 14.98, 7.83)
O (5.53, 15.74, 7.93)
O (5.84, 13.21, 9.14)
H (6.86, 14.81, 9.94)
H (7.86, 13.60, 9.10)
H (6.72, 14.41, 6.90)
H (7.54, 15.71, 7.69)
H (4.82, 15.13, 8.17)
H (6.22, 12.33, 9.32)
C (6.94, 21.29, 14.67)
C (6.25, 20.45, 13.61)
O (5.20, 19.71, 14.24)
O (7.87, 20.52, 15.41)
H (6.17, 21.68, 15.33)
H (7.47, 22.12, 14.19)
H (6.98, 19.73, 13.23)
H (5.82, 21.00, 12.78)
H (4.78, 19.17, 13.56)
H (7.51, 19.64, 15.55)
C (6.60, 19.03, 8.59)
C (6.80, 20.35, 9.31)
O (5.91, 21.38, 8.86)
O (5.56, 18.25, 9.17)
H (7.55, 18.48, 8.67)
H (6.43, 19.14, 7.51)
H (7.78, 20.77, 9.07)
H (6.67, 20.22, 10.39)
H (5.05, 21.25, 9.29)
H (5.57, 17.35, 8.81)
C (4.80, 15.03, 11.67)
C (5.65, 13.78, 11.74)
O (5.17, 12.91, 12.78)
O (5.28, 15.93, 12.66)
H (3.74, 14.81, 11.82)
H (4.86, 15.48, 10.66)
H (6.66, 14.10, 11.99)
H (5.61, 13.22, 10.81)
H (5.34, 13.38, 13.61)
H (4.95, 16.81, 12.44)

## Properties
spin multiplicity = 1
E_LUMO = 0.240 eV
gap between HOMO and LUMO = 9.87 eV
structure (SMILES) = OCCO.OCCO.OCCO.OCCO.OCCO.OCCO.OCCO.OCCO.OCCO.OCCO


Arrangement iii

Formula: C20H60O20
Source: the OMol25 dataset
Level of theory: ωB97M-V/def2-TZVPD

Geometry (Å):
C (-1.30, 0.36, -0.36)
C (-1.20, -0.77, -1.33)
O (0.11, -1.24, -1.19)
O (-2.42, 1.24, -0.45)
H (-0.33, 0.96, -0.23)
H (-1.47, -0.18, 0.56)
H (-1.42, -0.41, -2.34)
H (-1.92, -1.56, -1.10)
H (0.71, -0.66, -1.66)
H (-3.04, 0.94, 0.22)
C (-5.14, 1.02, 1.90)
C (-4.68, 2.47, 1.93)
O (-5.38, 3.29, 2.83)
O (-4.18, 0.14, 1.37)
H (-5.94, 0.92, 1.18)
H (-5.67, 0.64, 2.79)
H (-4.64, 2.85, 0.94)
H (-3.62, 2.68, 2.44)
H (-5.37, 4.22, 2.63)
H (-3.77, -0.46, 1.99)
C (1.20, -5.20, -1.79)
C (1.73, -4.44, -0.54)
O (0.78, -3.68, 0.09)
O (2.25, -5.87, -2.32)
H (0.55, -4.58, -2.51)
H (0.71, -6.06, -1.31)
H (2.50, -3.67, -0.85)
H (2.19, -5.10, 0.23)
H (0.16, -3.21, -0.55)
H (2.73, -6.36, -1.66)
C (2.67, 0.68, -2.23)
C (3.09, 0.09, -0.91)
O (4.50, 0.34, -0.79)
O (1.30, 0.65, -2.49)
H (3.19, 0.18, -3.11)
H (3.01, 1.69, -2.36)
H (2.96, -1.05, -0.82)
H (2.65, 0.60, -0.12)
H (4.87, 0.11, 0.09)
H (1.18, 1.44, -3.10)
C (3.38, -2.70, -3.38)
C (2.96, -2.88, -4.88)
O (4.27, -2.88, -5.47)
O (4.08, -3.85, -3.05)
H (2.56, -2.50, -2.74)
H (4.11, -1.90, -3.36)
H (2.26, -2.20, -5.27)
H (2.53, -3.82, -5.08)
H (4.81, -3.60, -5.11)
H (3.31, -4.48, -3.03)
C (3.12, -1.83, 3.40)
C (2.96, -1.80, 1.89)
O (1.81, -1.15, 1.46)
O (4.25, -2.58, 3.88)
H (2.26, -2.37, 3.78)
H (3.17, -0.90, 3.86)
H (3.07, -2.82, 1.50)
H (3.87, -1.33, 1.45)
H (1.55, -1.34, 0.63)
H (5.04, -2.22, 3.44)
C (-0.64, 1.99, 3.74)
C (0.51, 1.05, 3.13)
O (1.33, 1.75, 2.19)
O (-1.51, 1.28, 4.53)
H (-1.30, 2.38, 2.99)
H (-0.12, 2.86, 4.26)
H (0.06, 0.23, 2.61)
H (1.22, 0.48, 3.66)
H (2.03, 1.20, 1.77)
H (-2.16, 1.89, 4.86)
C (-3.51, 4.41, -2.47)
C (-2.68, 5.65, -2.83)
O (-3.60, 6.79, -2.93)
O (-2.63, 3.32, -2.71)
H (-4.41, 4.21, -2.98)
H (-3.66, 4.41, -1.41)
H (-2.13, 5.61, -3.83)
H (-1.81, 5.85, -2.20)
H (-4.21, 6.74, -2.21)
H (-2.77, 2.67, -2.03)
C (-1.77, -2.52, 1.86)
C (-1.39, -3.79, 2.65)
O (-0.76, -4.82, 1.97)
O (-2.39, -1.54, 2.70)
H (-2.30, -2.77, 0.92)
H (-0.87, -1.92, 1.52)
H (-2.21, -4.13, 3.23)
H (-0.56, -3.43, 3.33)
H (0.12, -4.55, 1.64)
H (-2.01, -1.67, 3.59)
C (0.20, 4.06, -0.58)
C (-0.73, 4.41, 0.57)
O (-2.07, 4.02, 0.41)
O (1.46, 4.60, -0.32)
H (-0.04, 4.51, -1.52)
H (0.38, 2.95, -0.76)
H (-0.82, 5.51, 0.53)
H (-0.37, 3.82, 1.45)
H (-2.13, 3.06, 0.20)
H (1.27, 5.55, -0.55)

## Properties
spin multiplicity = 1
E_LUMO = 0.209 eV
gap between HOMO and LUMO = 9.82 eV
structure (SMILES) = OCCO.OCCO.OCCO.OCCO.OCCO.OCCO.OCCO.OCCO.OCCO.OCCO


Stability, lowest: arrangement iii


Arrangement i

Formula: C8H12N
Source: the OMol25 dataset
Level of theory: ωB97M-V/def2-TZVPD

Geometry (Å):
C (-1.42, -1.50, -0.59)
C (-2.02, -0.70, 0.22)
C (0.12, -1.27, -0.81)
C (-1.49, 0.40, 1.19)
C (1.92, 0.23, 0.07)
C (1.43, -0.56, 1.19)
C (-0.47, 0.71, 0.20)
C (-0.43, 1.89, -0.77)
N (0.54, -0.23, 0.09)
H (-1.67, -2.56, -1.02)
H (0.62, -2.20, -0.67)
H (0.30, -1.07, -1.94)
H (-2.38, 1.15, 1.38)
H (-1.25, -0.18, 2.08)
H (1.80, 1.34, 0.09)
H (2.54, -0.18, -0.74)
H (1.83, -1.62, 1.10)
H (1.07, -0.22, 2.13)
H (-1.34, 2.44, -0.67)
H (-0.13, 1.50, -1.80)
H (0.41, 2.62, -0.72)

## Properties
spin multiplicity = 1
E_LUMO (alpha / beta) = -4.114 / -4.073 eV
gap between HOMO and LUMO (alpha / beta) = 8.21 / 8.11 eV
total charge = +1


Arrangement ii

Formula: C8H12N
Source: the OMol25 dataset
Level of theory: ωB97M-V/def2-TZVPD

Geometry (Å):
C (-0.49, -0.43, 0.48)
C (-0.17, 0.78, 0.11)
C (0.81, -1.16, 0.53)
C (-1.44, 1.50, 0.09)
C (2.91, 0.40, 0.46)
C (2.61, 0.04, -0.94)
C (-1.96, 0.04, 0.50)
C (-2.85, -0.61, -0.54)
N (1.58, 0.03, 0.06)
H (1.11, -1.45, 1.54)
H (0.89, -2.01, -0.15)
H (-1.56, 2.27, 0.84)
H (-1.80, 1.85, -0.88)
H (3.45, -0.31, 1.09)
H (3.07, 1.44, 0.72)
H (2.55, 0.82, -1.69)
H (2.92, -0.92, -1.33)
H (-2.38, 0.04, 1.50)
H (-2.32, -0.78, -1.46)
H (-3.71, 0.03, -0.74)
H (-3.23, -1.56, -0.16)

## Properties
spin multiplicity = 1
E_LUMO = -4.465 eV
gap between HOMO and LUMO = 9.84 eV
total charge = +1


Stability, lowest: arrangement i